{
  "formula": "C4H9FN3",
  "method": "the ωB97M-V functional and the def2-TZVPD basis",
  "species": ["C", "H", "F", "C", "N", "H", "H", "C", "N", "N", "H", "H", "C", "H", "H", "H", "H"],
  "positions_angstrom": [[6.0130, -0.1764, 0.2850], [7.6991, -0.9927, 1.2379], [4.4743, -0.3909, 0.3084], [6.6478, -1.3257, 1.0937], [6.1248, 1.0599, 1.0354], [5.8227, 1.8180, 0.4081], [7.1133, 1.2302, 1.2032], [6.3684, -0.1807, -1.2098], [6.8459, -0.9874, -2.0000], [6.5854, -2.5799, 0.3609], [7.1401, -3.2900, 0.8296], [7.0279, -2.3963, -0.5544], [6.0157, -1.4944, 2.4721], [6.0894, -0.5697, 3.0632], [4.9598, -1.7760, 2.3564], [6.5296, -2.2949, 3.0297], [6.7660, 0.9714, -1.0920]],
  "forces_ev_per_a": [[-3.40, -1.94, 1.40], [-0.15, 0.02, 0.00], [1.86, 0.10, 0.15], [0.02, 0.22, 0.23], [0.14, -0.36, -0.97], [0.17, -0.33, 0.18], [-0.03, 0.01, -0.01], [2.88, 2.67, 1.30], [-0.73, -0.43, -0.05], [0.37, 0.01, -0.29], [-0.02, 0.13, 0.17], [-0.62, -0.14, -0.04], [-0.08, 0.01, 0.25], [-0.11, -0.27, -0.22], [0.30, 0.14, 0.04], [-0.10, 0.14, -0.18], [-0.53, 0.02, -1.93]],
  "charge": -1,
  "gap_ev": 6.01,
  "e_above_lowest_kcal_mol": 22.08,
  "homo_energy_ha": -0.0719,
  "spin_multiplicity": 1
}



{
  "formula": "C4H9FNO",
  "method": "the ωB97M-V functional and the def2-TZVPD basis",
  "species": ["C", "C", "C", "C", "N", "O", "F", "H", "H", "H", "H", "H", "H", "H", "H", "H"],
  "positions_angstrom": [[0.8236, -1.6296, -1.8260], [-1.6095, -0.9157, -0.6385], [1.4216, 0.7452, 0.7248], [-0.1194, -0.9461, -0.3078], [0.4549, 0.4437, -0.3742], [1.4988, -0.8737, -2.4185], [0.4043, -2.8078, -2.0239], [-1.8945, -0.2565, -1.3627], [-2.1903, -0.5842, 0.0975], [-1.9650, -2.0190, -0.9562], [2.2256, 0.0636, 0.8827], [1.6745, 1.7310, 0.5111], [1.0418, 0.5501, 1.6642], [0.0185, -1.4596, 0.5753], [-0.1503, 1.2782, -0.3132], [1.0763, 0.5874, -1.1643]],
  "forces_ev_per_a": [[-2.34, 2.99, 4.20], [2.00, -5.18, -1.96], [0.06, -1.03, -0.30], [-0.17, 1.01, -5.93], [1.01, 0.06, 2.25], [0.26, -0.86, -0.48], [0.28, -1.30, -0.91], [-0.12, 1.54, -2.81], [-2.11, 0.76, 3.89], [0.74, 2.59, 0.80], [1.18, -0.51, -1.54], [1.09, 1.65, 0.47], [-2.00, 0.65, 1.99], [1.12, -0.77, 1.89], [-0.61, -1.04, -0.41], [-0.38, -0.54, -1.16]],
  "charge": 1,
  "gap_ev": 12.12,
  "e_above_lowest_kcal_mol": 46.25,
  "homo_energy_ha": -0.5693,
  "spin_multiplicity": 1
}



{
  "formula": "C4H9FO2",
  "method": "the ωB97M-V functional and the def2-TZVPD basis",
  "species": ["C", "O", "C", "O", "C", "C", "F", "H", "H", "H", "H", "H", "H", "H", "H", "H"],
  "positions_angstrom": [[-1.0008, -0.6607, 1.7722], [-0.8486, 0.4915, 0.9606], [0.4781, 0.9269, 0.8709], [0.7524, 1.4156, -0.3808], [0.9656, 0.4724, -1.4097], [-0.3008, -0.3044, -1.7326], [-0.4092, -1.4302, -0.8560], [-2.0644, -0.9316, 1.8300], [-0.4008, -1.4213, 1.2943], [-0.6034, -0.5331, 2.7964], [0.7421, 1.7436, 1.5987], [1.1310, 0.0367, 0.9975], [1.2694, 0.9814, -2.3278], [1.7832, -0.2625, -1.1454], [-0.2775, -0.7395, -2.7284], [-1.2165, 0.2152, -1.5401]],
  "forces_ev_per_a": [[0.32, 0.10, 0.34], [-0.51, 0.71, 0.52], [0.83, -0.79, 0.47], [0.35, 1.08, -1.04], [-0.32, -0.92, 0.20], [0.40, -1.50, 0.62], [0.33, 0.20, -0.62], [0.44, 0.15, -0.19], [-0.18, -0.71, 0.13], [-0.27, 0.25, -0.25], [-0.46, -0.76, -0.54], [-0.05, 0.28, 0.54], [0.04, 0.35, 0.34], [-0.74, 0.63, -0.13], [0.06, 0.14, -0.19], [-0.25, 0.79, -0.20]],
  "gap_ev": 11.03,
  "e_above_lowest_kcal_mol": 23.40,
  "homo_energy_ha": -0.3651,
  "smiles": "COCOCCF",
  "spin_multiplicity": 1
}



{
  "formula": "C4H9I2N2O3PV",
  "method": "the ωB97M-V functional and the def2-TZVPD basis",
  "species": ["C", "C", "I", "C", "I", "N", "C", "O", "O", "P", "N", "O", "H", "H", "H", "H", "H", "H", "H", "H", "H", "V"],
  "positions_angstrom": [[-1.6561, 2.0100, 0.2287], [-1.5435, 0.4816, 0.0479], [-0.4672, -0.3985, 1.7579], [-0.9648, 0.0476, -1.2745], [-2.5604, 0.1521, -2.7268], [0.0599, 1.0185, -1.6092], [1.1956, 0.6982, -0.8507], [1.7573, 1.4835, -0.1674], [1.6996, -0.6504, -0.8706], [1.8501, -1.2740, 0.5472], [1.5766, -2.8874, 0.3445], [3.2663, -1.0606, 1.0750], [-0.8603, 2.5663, -0.2309], [-2.6242, 2.2982, -0.1411], [-1.6826, 2.2412, 1.3168], [-2.5505, 0.0960, 0.0979], [-0.6377, -0.9805, -1.2778], [0.2812, 0.9391, -2.6004], [0.5733, -3.0650, 0.3205], [1.9378, -3.4379, 1.1265], [3.4106, -1.5457, 1.9087], [-2.0608, 1.2675, 2.9779]],
  "forces_ev_per_a": [[-0.22, -1.13, 0.97], [-1.00, 1.12, -1.53], [0.71, -0.92, 0.12], [-0.83, 0.58, -0.39], [0.16, 0.03, 0.25], [0.97, -1.89, -0.72], [0.96, 2.72, -0.21], [0.04, -0.54, 0.35], [-0.92, 0.02, 0.30], [0.06, -1.68, -1.47], [-0.55, 1.22, 1.25], [-0.24, 0.32, 0.77], [0.34, 0.32, 0.09], [-0.35, 0.29, -0.41], [0.26, 0.59, -0.31], [-0.13, -0.94, 0.81], [-0.01, -0.39, -0.10], [0.08, 0.35, -0.28], [-0.08, -0.51, -0.55], [0.35, -0.42, -0.24], [0.87, 0.16, 0.28], [-0.46, 0.72, 1.02]],
  "charge": 3,
  "gap_ev": 5.10,
  "homo_energy_ha": -0.7099,
  "spin_multiplicity": 1
}



{
  "formula": "C4H9IN",
  "method": "the ωB97M-V functional and the def2-TZVPD basis",
  "species": ["C", "C", "C", "C", "N", "I", "H", "H", "H", "H", "H", "H", "H", "H", "H"],
  "positions_angstrom": [[-0.5521, 0.9306, -0.2429], [0.3554, 0.8800, 3.3361], [-1.6385, 0.6736, 0.4057], [1.1454, -0.0607, 3.4599], [0.6412, -1.6463, -4.1815], [-3.5696, 1.2718, -0.2751], [0.3800, 0.4556, -0.1195], [-0.5453, 1.5319, -1.2095], [-0.1805, 1.7652, 3.5245], [-1.5974, 0.0949, 1.2527], [1.3791, -0.6764, 4.3739], [1.8370, -0.1588, 2.5647], [0.0109, -2.0766, -4.8371], [1.2259, -2.1526, -3.5887], [1.1085, -0.8321, -4.4633]],
  "forces_ev_per_a": [[0.87, 1.84, -3.70], [-0.43, 0.14, 1.00], [-2.09, 1.02, -0.79], [2.11, -1.29, -0.41], [-1.36, 0.72, 0.23], [0.97, -0.20, 0.54], [1.04, -0.55, 0.87], [-0.22, -0.69, 1.41], [-0.82, 1.00, -0.55], [-0.47, -1.50, 1.85], [-0.44, 0.43, -0.86], [-0.53, -0.22, 0.62], [0.53, -0.19, 0.13], [0.54, -1.50, 0.53], [0.30, 0.99, -0.87]],
  "charge": 1,
  "gap_ev": 3.32,
  "e_above_lowest_kcal_mol": 149.33,
  "homo_energy_ha": -0.4239,
  "spin_multiplicity": 1
}



{
  "formula": "C4H9IN2O",
  "method": "the ωB97M-V functional and the def2-TZVPD basis",
  "species": ["C", "C", "C", "C", "N", "N", "O", "I", "H", "H", "H", "H", "H", "H", "H", "H", "H"],
  "positions_angstrom": [[-2.7245, -0.7704, -0.2642], [2.2898, 0.4368, 0.8490], [0.7685, 0.1494, -1.1560], [0.9435, -0.2328, 0.3122], [-3.2116, 0.1510, -0.8755], [-0.1402, 0.3200, 1.2358], [-1.0512, -0.4484, 1.5908], [-3.1343, -2.8329, -0.1231], [2.2751, 0.1767, 1.9235], [3.2165, 0.3474, 0.2633], [2.0700, 1.6171, 0.8951], [1.6445, -0.1507, -1.6206], [0.6604, 1.3281, -1.2426], [-0.2640, -0.1007, -1.6541], [0.8997, -1.3922, 0.5103], [-3.8978, 0.1514, -1.6794], [-0.3444, 1.2503, 1.0353]],
  "forces_ev_per_a": [[-0.34, 0.89, -0.16], [-2.39, 2.18, 0.62], [-4.21, 2.92, 0.61], [0.56, -0.49, 1.25], [-0.42, -0.06, -1.12], [2.89, -2.16, -1.60], [-1.50, -0.67, 0.55], [-0.11, -0.72, -0.04], [0.98, -0.13, -0.58], [-0.44, -0.54, 0.43], [0.44, -2.40, -0.33], [1.27, -0.65, -1.60], [0.76, -2.10, 0.36], [2.22, -0.45, 0.88], [0.20, 2.29, -0.49], [0.90, -0.18, 1.35], [-0.80, 2.28, -0.14]],
  "gap_ev": [8.34, 7.67],
  "e_above_lowest_kcal_mol": 85.02,
  "homo_energy_ha": [-0.2848, -0.3055],
  "spin_multiplicity": 1
}



{
  "formula": "C4H9InNaO4",
  "method": "the ωB97M-V functional and the def2-TZVPD basis",
  "species": ["O", "In", "O", "C", "O", "C", "C", "O", "C", "Na", "H", "H", "H", "H", "H", "H", "H", "H", "H"],
  "positions_angstrom": [[-1.3289, -1.8335, 1.1454], [-0.7684, -0.5569, 2.2887], [0.2626, 0.9749, 2.4309], [1.3488, 1.0995, 1.6311], [1.1031, 0.7180, 0.2608], [0.3312, 1.6471, -0.4800], [0.3176, 1.2293, -1.9305], [-0.3419, -0.0175, -2.0591], [-0.5506, -0.4249, -3.3959], [0.2202, -1.4684, -0.3499], [2.1833, 0.4346, 1.9284], [1.7168, 2.1466, 1.6033], [0.7782, 2.6538, -0.4131], [-0.7229, 1.7008, -0.1023], [1.3490, 1.1402, -2.3149], [-0.2143, 1.9984, -2.5160], [-1.0763, -1.3873, -3.3696], [-1.1711, 0.3088, -3.9347], [0.4095, -0.5467, -3.9237]],
  "forces_ev_per_a": [[-0.56, -1.34, -0.62], [-0.89, -0.70, 0.44], [0.32, 2.44, 1.45], [2.01, 0.22, -1.25], [-0.12, -0.59, 0.68], [-0.80, 0.62, -0.22], [0.16, 0.25, -0.35], [0.02, -0.17, 0.67], [-0.07, -0.11, -0.64], [0.03, -0.25, -0.76], [-0.32, 0.31, -0.03], [-0.39, -0.43, 0.30], [-0.13, -0.30, 0.06], [0.76, -0.03, -0.20], [-0.24, 0.12, 0.09], [0.16, -0.18, 0.14], [0.13, 0.29, -0.02], [0.18, -0.21, 0.15], [-0.26, 0.05, 0.10]],
  "charge": 1,
  "gap_ev": 8.94,
  "e_above_lowest_kcal_mol": 0.00,
  "homo_energy_ha": -0.5193,
  "spin_multiplicity": 1
}



{
  "formula": "C4H9N",
  "method": "the ωB97M-V functional and the def2-TZVPD basis",
  "species": ["C", "N", "C", "C", "C", "H", "H", "H", "H", "H", "H", "H", "H", "H"],
  "positions_angstrom": [[-0.2715, -0.0366, -1.3018], [1.0994, -0.5681, -0.7950], [1.0788, -0.1946, 0.6738], [-0.1788, 0.4857, 1.1031], [-1.1418, 0.3337, -0.1273], [-0.6811, -0.9912, -1.9190], [0.0006, 0.8399, -2.0108], [1.1956, -1.5549, -0.9389], [2.0020, 0.4379, 0.8904], [1.1397, -1.2019, 1.2934], [-0.6474, -0.0014, 2.0230], [0.0515, 1.5268, 1.3895], [-1.6671, 1.4335, -0.2846], [-1.9800, -0.5088, 0.0041]],
  "forces_ev_per_a": [[1.98, -1.79, -2.38], [-1.95, 2.77, 1.19], [2.50, -2.67, 0.49], [-1.43, -0.05, 0.13], [-2.08, 1.54, 0.51], [0.36, 2.22, 0.96], [-0.85, -1.35, 1.06], [-0.43, -0.68, 0.25], [-1.05, -0.79, -0.09], [0.32, 1.65, -1.01], [0.53, 0.37, -0.92], [-0.45, -0.22, -0.36], [0.93, -2.73, 0.11], [1.62, 1.73, 0.08]],
  "charge": -1,
  "gap_ev": [3.62, 9.15],
  "e_above_lowest_kcal_mol": 26.27,
  "homo_energy_ha": [0.0496, -0.1661],
  "s2": 0.7504,
  "spin_multiplicity": 2
}



| no. | maximum force (eV Å⁻¹) | calculated total energy (a.u.) |
| --- | --- | --- |
| 1 | 4.2 | -421.89083 |
| 2 | 6.0 | -387.33353 |
| 3 | 1.7 | -408.10104 |
| 4 | 2.9 | -2372.43474 |
| 5 | 4.2 | -509.76553 |
| 6 | 5.2 | -640.05246 |
| 7 | 2.9 | -810.91161 |
| 8 | 3.7 | -212.44961 |